1.
# C46H39Cl2HgN9O2P

A structure of composition C46H39Cl2HgN9O2P at a distorted geometry (wB97M-V/def2-TZVPD, the Open Molecules 2025 dataset).

Structure (XYZ):
```
100
Properties=species:S:1:pos:R:3:lowdin_spin:R:1
Hg -0.64 -0.90 -0.07 0.002
Cl -5.85 -4.12 -3.66 0.003
C -4.95 -3.31 -2.40 0.010
C -3.58 -3.16 -2.53 -0.001
C -2.81 -2.51 -1.57 0.007
N -1.47 -2.22 -1.77 0.002
C -0.71 -3.00 -2.56 0.001
O -0.95 -4.16 -2.94 0.001
C 0.59 -2.42 -3.06 0.000
C 1.76 -3.18 -2.98 0.000
C 2.89 -2.75 -3.63 0.000
C 2.84 -1.56 -4.35 0.000
C 1.65 -0.85 -4.34 0.000
N 0.54 -1.27 -3.73 0.000
C -3.46 -2.00 -0.39 0.000
C -4.85 -2.18 -0.29 0.008
C -5.59 -2.81 -1.28 -0.001
Cl -7.31 -2.97 -1.07 -0.001
N -2.70 -1.35 0.56 0.019
C -3.14 -1.12 1.83 0.067
O -4.25 -1.47 2.30 0.089
C -2.19 -0.42 2.72 0.199
C -2.61 -0.14 4.03 0.023
C -1.75 0.42 4.95 0.155
C -0.42 0.71 4.51 0.134
C -0.09 0.45 3.20 0.028
N -0.91 -0.09 2.29 0.203
H -3.09 -3.57 -3.40 0.000
H 1.75 -4.10 -2.40 0.000
H 3.81 -3.32 -3.59 0.000
H 3.70 -1.19 -4.90 0.000
H 1.56 0.09 -4.88 0.000
H -5.35 -1.84 0.61 0.000
H -3.62 -0.41 4.29 -0.002
H -2.07 0.63 5.96 0.013
H 0.31 1.13 5.19 0.011
H 0.91 0.67 2.86 -0.002
C 5.63 2.09 -2.88 0.000
C 4.56 1.29 -2.19 0.000
C 4.86 0.16 -1.43 0.000
C 3.86 -0.49 -0.75 0.000
C 2.50 -0.07 -0.71 0.000
N 1.66 -0.66 0.20 0.000
C 2.20 -0.99 1.42 0.000
C 3.18 -0.17 2.03 0.001
C 3.67 -0.38 3.30 0.001
C 3.23 -1.45 4.07 0.002
C 3.75 -1.72 5.46 0.000
C 2.26 -2.26 3.51 0.000
C 1.74 -2.06 2.24 0.000
N 0.73 -2.97 1.83 0.001
C -0.28 -3.44 2.60 0.001
C -0.96 -4.36 1.84 0.001
C -0.28 -4.39 0.61 0.000
N 0.75 -3.54 0.61 0.002
C 2.18 0.96 -1.66 0.000
C 3.22 1.62 -2.31 0.000
N 0.87 1.35 -2.02 0.000
C 0.52 2.25 -2.98 0.000
C -0.85 2.23 -3.10 0.000
C -1.27 1.28 -2.17 0.000
N -0.23 0.76 -1.53 0.000
H 6.62 1.72 -2.62 0.000
H 5.57 3.14 -2.60 0.000
H 5.51 2.03 -3.97 0.000
H 5.88 -0.19 -1.36 0.000
H 4.11 -1.36 -0.15 0.000
H 3.53 0.70 1.48 0.000
H 4.39 0.31 3.72 0.000
H 4.67 -1.16 5.64 0.000
H 3.96 -2.78 5.59 0.000
H 3.02 -1.42 6.22 0.000
H 1.89 -3.11 4.08 0.000
H -0.47 -3.06 3.58 0.000
H -1.85 -4.90 2.11 0.000
H -0.48 -4.98 -0.27 0.000
H 2.99 2.46 -2.96 0.000
H 1.23 2.85 -3.52 0.000
H -1.45 2.85 -3.74 0.000
H -2.27 0.94 -1.95 0.000
C -2.12 3.15 2.42 0.002
P -1.47 2.51 0.80 0.008
C 0.23 3.21 0.94 0.001
C -2.28 3.79 -0.26 0.002
C -3.61 3.53 -0.62 0.001
C -4.29 4.38 -1.48 0.000
C -3.66 5.50 -2.00 0.000
C -2.34 5.76 -1.66 0.000
C -1.66 4.92 -0.79 0.000
H -3.18 2.90 2.49 0.001
H -1.99 4.23 2.50 0.000
H -1.59 2.64 3.22 0.002
H 0.22 4.20 1.39 0.000
H 0.70 3.25 -0.05 0.000
H 0.81 2.53 1.56 0.000
H -4.09 2.64 -0.23 0.001
H -5.32 4.16 -1.75 0.000
H -4.19 6.16 -2.69 0.000
H -1.84 6.63 -2.07 0.000
H -0.64 5.14 -0.53 0.000
```

Results
F_max = 1.2 eV Å⁻¹
Highest occupied orbital energy (spin up / spin down) = 0.81 / -1.66 eV
⟨S²⟩ = 0.764
HOMO-LUMO gap (spin up / spin down) = 3.11 / 5.58 eV
Total charge = -2
Energy above the lowest of the compared OMol25 structures with the same formula, charge and spin = 0.00 kcal per mole
Multiplicity = 2

=====

2.
# C46H39ClN2O16

A cluster of 4 separate species, C46H39ClN2O16 in total at a distorted geometry (wB97M-V/def2-TZVPD, the Open Molecules 2025 dataset).

Structure (XYZ):
```
104
Properties=species:S:1:pos:R:3:mulliken_charge:R:1
C 5.80 1.11 0.72 -1.249
C 4.50 0.69 1.49 0.569
C 3.76 1.55 2.45 0.308
O 4.29 2.85 2.68 -0.492
C 2.54 1.06 3.13 -0.570
C 1.98 -0.28 2.85 -0.850
C 2.68 -1.15 1.89 0.388
C 3.93 -0.65 1.22 0.582
C 4.57 -1.66 0.19 -0.472
O 5.76 -1.86 0.14 -0.525
C 3.51 -2.41 -0.71 0.362
C 3.77 -2.58 -2.17 0.314
C 5.08 -2.04 -2.88 -0.774
C 4.72 -1.11 -4.15 -0.709
C 4.70 0.42 -3.71 0.004
Cl 2.97 1.04 -3.80 -0.308
C 2.69 -3.29 -2.93 -0.399
C 1.44 -3.78 -2.29 0.506
C 0.37 -4.48 -3.23 -0.809
N -0.14 -3.48 -4.22 -0.588
C 1.18 -3.61 -0.82 0.088
C -0.10 -4.13 -0.08 -1.335
C -1.18 -3.01 0.22 -0.289
C -2.56 -3.40 -0.42 0.237
O -2.72 -4.12 -1.39 -0.584
N -3.77 -2.89 0.25 -0.315
C -4.19 -1.64 -0.40 0.492
C -4.10 -1.40 -1.86 -0.385
C -4.54 -0.12 -2.47 -0.177
C -5.09 0.93 -1.59 -0.749
C -5.18 0.68 -0.13 -0.225
C -4.72 -0.58 0.49 -0.538
C 2.25 -2.90 -0.06 0.339
C 2.14 -2.58 1.49 -0.142
O 1.71 -3.36 2.31 -0.537
H 5.64 1.28 -0.38 0.145
H 6.60 0.32 0.83 0.351
H 6.22 2.02 1.24 0.337
H 4.07 3.31 1.83 0.255
H 2.00 1.74 3.85 0.417
H 1.05 -0.67 3.32 0.421
H 5.68 -1.38 -2.19 0.234
H 5.77 -2.89 -3.15 0.439
H 3.75 -1.42 -4.61 0.420
H 5.61 -1.24 -4.85 0.301
H 5.14 0.61 -2.70 -0.169
H 5.28 1.04 -4.46 0.373
H 2.83 -3.46 -4.04 0.410
H 0.78 -5.36 -3.79 0.436
H -0.55 -4.79 -2.64 0.087
H 0.55 -3.31 -4.95 0.299
H -0.38 -2.60 -3.76 0.222
H -0.51 -5.01 -0.66 0.648
H 0.20 -4.56 0.92 0.547
H -1.36 -2.98 1.34 0.301
H -0.81 -1.99 -0.10 0.376
H -4.51 -3.61 0.13 0.354
H -3.70 -2.17 -2.57 0.367
H -4.44 0.03 -3.58 0.200
H -5.47 1.92 -1.97 0.351
H -5.61 1.48 0.53 0.349
H -4.77 -0.72 1.60 0.379
C 4.78 1.88 6.31 -0.564
C 4.78 3.14 5.85 0.039
C 5.08 4.30 6.74 0.770
O 5.09 5.43 6.28 -0.631
C 5.36 4.03 8.15 -0.906
C 5.35 2.77 8.61 0.280
C 5.08 1.61 7.72 0.823
O 5.10 0.48 8.17 -0.610
O 5.60 2.50 9.91 -0.565
O 4.51 3.41 4.55 -0.371
H 4.57 1.04 5.67 0.520
H 5.56 4.88 8.79 0.424
H 5.54 1.53 9.99 0.356
H 4.57 4.38 4.47 0.325
C -8.68 2.16 2.63 -0.978
C -8.86 2.04 3.94 0.433
C -9.00 0.71 4.60 0.926
O -9.15 0.65 5.81 -0.612
C -8.96 -0.48 3.75 -0.892
C -8.79 -0.37 2.43 0.404
C -8.62 0.97 1.78 0.920
O -8.44 1.02 0.58 -0.602
O -8.75 -1.45 1.63 -0.580
O -8.93 3.13 4.74 -0.570
H -8.57 3.12 2.14 0.435
H -9.09 -1.44 4.23 0.420
H -8.61 -1.10 0.72 0.351
H -9.06 2.78 5.65 0.350
C -2.16 2.67 -7.52 -0.925
C -2.30 1.78 -6.54 0.331
C -1.18 1.46 -5.61 1.061
O -1.35 0.65 -4.71 -0.525
C 0.10 2.13 -5.82 -0.447
C 0.24 3.03 -6.80 0.331
C -0.89 3.37 -7.72 0.879
O -0.72 4.20 -8.59 -0.614
O 1.42 3.66 -7.02 -0.571
O -3.46 1.12 -6.34 -0.603
H -2.97 2.91 -8.20 0.428
H 0.91 1.88 -5.15 0.113
H 1.26 4.25 -7.78 0.352
H -3.31 0.54 -5.58 0.274
```

Results
F_max = 5.6 eV Å⁻¹
Highest occupied orbital energy = -8.76 eV
HOMO-LUMO gap = 7.14 eV
SMILES string = Cc1c(O)ccc2c1C(=O)c1c(CCCCl)cc(CN)c(CCC(=O)Nc3ccccc3)c1C2=O.O=C1C=C(O)C(=O)C=C1O.O=C1C=C(O)C(=O)C=C1O.O=C1C=C(O)C(=O)C=C1O

=====

3.
# C46H40AsBrFeN3O3P

A structure of composition C46H40AsBrFeN3O3P at a distorted geometry (wB97M-V/def2-TZVPD, the Open Molecules 2025 dataset).

Structure (XYZ):
```
96
Properties=species:S:1:pos:R:3:lowdin_spin:R:1
Fe 2.26 1.15 0.20 3.691
C 5.69 -0.74 -1.88 0.001
O 4.65 -1.45 -2.51 0.002
C 3.61 -0.73 -3.05 0.007
C 2.99 -1.25 -4.16 0.000
C 1.92 -0.59 -4.77 0.007
C 1.49 0.61 -4.25 -0.001
C 2.05 1.16 -3.10 0.007
C 1.55 2.40 -2.56 0.010
N 1.73 2.71 -1.32 0.049
N 1.44 3.92 -0.83 0.009
C 1.77 4.05 0.45 0.001
O 2.19 3.10 1.17 0.042
C 1.66 5.41 1.03 0.001
C 0.67 6.30 0.61 0.000
C 0.55 7.54 1.21 0.000
C 1.42 7.92 2.22 0.000
C 2.43 7.06 2.61 0.000
C 2.55 5.81 2.03 0.000
C 3.13 0.47 -2.44 0.006
O 3.64 0.89 -1.34 0.074
H 6.57 -1.39 -1.92 0.000
H 5.45 -0.51 -0.84 0.000
H 5.91 0.20 -2.40 0.000
H 3.35 -2.19 -4.57 0.000
H 1.46 -1.01 -5.64 0.001
H 0.66 1.12 -4.72 0.000
H 1.04 3.09 -3.23 0.003
H -0.01 5.99 -0.17 0.000
H -0.23 8.21 0.88 0.000
H 1.31 8.89 2.69 0.000
H 3.14 7.37 3.37 0.000
H 3.33 5.14 2.34 0.000
Br 4.40 -5.57 -0.21 0.000
C 3.69 -3.82 -0.04 0.000
C 2.69 -3.38 -0.89 0.001
C 2.18 -2.11 -0.69 0.002
N 2.58 -1.30 0.29 0.023
C 3.55 -1.73 1.09 0.003
C 4.15 -2.97 0.97 0.001
H 2.33 -4.01 -1.70 0.000
H 1.39 -1.74 -1.33 0.001
H 3.86 -1.04 1.86 0.001
H 4.91 -3.28 1.66 0.000
C -1.48 -1.20 -0.38 0.013
C -2.26 -1.02 -1.67 0.001
As -3.73 -2.35 -1.90 0.000
C -2.75 -3.89 -1.15 0.000
C -2.90 -4.38 0.14 0.000
C -2.13 -5.43 0.59 0.000
C -1.19 -6.02 -0.24 0.000
C -1.04 -5.56 -1.54 0.000
C -1.82 -4.51 -1.99 0.000
C -4.84 -1.90 -0.35 0.000
C -5.79 -2.83 0.08 0.000
C -6.62 -2.56 1.15 0.000
C -6.53 -1.34 1.80 0.000
C -5.63 -0.39 1.36 0.000
C -4.80 -0.67 0.29 0.000
P -0.22 0.15 0.00 0.026
C -1.38 1.55 0.26 0.003
C -2.10 1.77 1.43 0.000
C -2.95 2.86 1.52 0.000
C -3.09 3.74 0.46 0.000
C -2.38 3.51 -0.71 0.000
C -1.54 2.42 -0.81 0.001
C 0.18 -0.34 1.72 0.004
C 0.71 0.65 2.56 0.004
C 1.22 0.32 3.80 0.003
C 1.23 -1.00 4.22 0.000
C 0.71 -1.99 3.40 0.004
C 0.19 -1.66 2.16 -0.001
H -0.93 -2.14 -0.44 0.000
H -2.16 -1.25 0.47 0.001
H -1.59 -1.12 -2.53 0.000
H -2.71 -0.02 -1.74 0.000
H -3.62 -3.93 0.81 0.000
H -2.25 -5.79 1.61 0.000
H -0.58 -6.84 0.12 0.000
H -0.32 -6.01 -2.19 0.000
H -1.72 -4.16 -3.01 0.000
H -5.86 -3.79 -0.43 0.000
H -7.33 -3.30 1.48 0.000
H -7.17 -1.13 2.65 0.000
H -5.56 0.57 1.85 0.000
H -4.11 0.10 -0.05 0.000
H -2.00 1.09 2.26 0.000
H -3.51 3.02 2.43 0.000
H -3.74 4.59 0.54 0.000
H -2.49 4.19 -1.55 0.000
H -0.99 2.24 -1.72 0.000
H 0.70 1.68 2.25 0.002
H 1.62 1.10 4.43 0.000
H 1.64 -1.27 5.18 0.000
H 0.71 -3.02 3.71 0.000
H -0.20 -2.45 1.53 0.000
```

Results
F_max = 2.0 eV Å⁻¹
Highest occupied orbital energy (spin up / spin down) = -6.92 / -7.04 eV
⟨S²⟩ = 6.012
HOMO-LUMO gap (spin up / spin down) = 7.07 / 7.13 eV
Energy above the lowest of the compared OMol25 structures with the same formula, charge and spin = 34.15 kcal per mole
Multiplicity = 5

=====

4.
# C46H40CrI2N4OP2Se

A structure of composition C46H40CrI2N4OP2Se at a distorted geometry (wB97M-V/def2-TZVPD, the Open Molecules 2025 dataset).

Structure (XYZ):
```
97
Properties=species:S:1:pos:R:3:lowdin_spin:R:1
Cr -0.25 -0.14 -0.12 1.067
I 4.39 -1.76 5.80 -0.003
C 2.92 -1.19 4.42 -0.011
C 1.78 -0.54 4.86 0.002
C 0.82 -0.18 3.93 -0.009
I -0.80 1.02 4.51 0.000
C 0.94 -0.49 2.56 0.007
O -0.05 -0.18 1.73 0.000
C 2.15 -1.07 2.14 -0.007
C 2.44 -1.34 0.68 -0.001
N 1.91 -0.29 -0.21 -0.007
C 2.35 -0.48 -1.61 0.001
C 1.21 -0.39 -2.60 0.003
C 1.45 -0.59 -3.94 -0.001
C 0.40 -0.54 -4.84 0.003
C -0.88 -0.29 -4.36 0.000
C -1.04 -0.10 -3.01 0.008
N -0.02 -0.14 -2.13 0.006
C 3.12 -1.42 3.07 0.002
H 1.65 -0.30 5.90 0.000
H 2.00 -2.29 0.38 0.000
H 3.52 -1.43 0.57 0.000
H 2.29 0.59 0.12 0.000
H 2.81 -1.46 -1.72 0.000
H 3.10 0.27 -1.88 0.000
H 2.46 -0.81 -4.27 0.000
H 0.57 -0.71 -5.90 0.000
H -1.73 -0.26 -5.02 0.000
H -2.02 0.06 -2.58 0.001
H 4.04 -1.88 2.72 0.000
C -1.74 3.28 -0.13 -0.002
N -2.82 2.67 0.59 0.000
C -3.50 1.61 -0.11 -0.003
P -2.66 -0.04 0.15 -0.003
C -3.72 -1.10 -0.92 -0.001
C -4.27 -0.61 -2.10 -0.001
C -5.04 -1.42 -2.93 0.000
C -5.26 -2.74 -2.58 -0.001
C -4.73 -3.24 -1.40 0.000
C -3.97 -2.43 -0.58 -0.001
C -3.18 -0.52 1.83 0.001
C -2.59 -1.66 2.39 0.000
C -3.04 -2.16 3.60 0.000
C -4.07 -1.51 4.28 0.000
C -4.62 -0.36 3.75 0.000
C -4.19 0.13 2.53 0.000
C -3.46 3.41 1.61 0.000
C -4.83 3.66 1.60 0.000
C -5.41 4.38 2.63 0.000
C -4.64 4.87 3.68 0.000
C -3.27 4.64 3.68 0.000
C -2.68 3.90 2.66 0.000
P -0.13 2.32 -0.12 -0.012
C 0.67 2.83 -1.69 0.000
C -0.03 2.95 -2.89 -0.001
C 0.65 3.23 -4.07 0.000
C 2.02 3.37 -4.07 -0.001
C 2.73 3.23 -2.89 0.000
C 2.06 2.97 -1.70 -0.001
C 0.85 3.29 1.08 -0.002
C 1.48 2.67 2.15 0.000
C 2.22 3.43 3.06 0.000
C 2.32 4.80 2.90 0.000
C 1.70 5.42 1.81 0.000
C 0.98 4.67 0.91 -0.001
H -1.53 4.25 0.32 0.000
H -2.01 3.45 -1.18 0.000
H -3.54 1.82 -1.18 0.000
H -4.53 1.49 0.24 0.000
H -4.13 0.42 -2.40 0.000
H -5.47 -1.01 -3.83 0.000
H -5.86 -3.38 -3.22 0.000
H -4.92 -4.27 -1.11 0.000
H -3.58 -2.85 0.34 0.000
H -1.77 -2.16 1.90 0.000
H -2.59 -3.05 4.01 0.000
H -4.42 -1.89 5.23 0.000
H -5.40 0.17 4.28 0.000
H -4.64 1.04 2.15 0.000
H -5.45 3.31 0.78 0.000
H -6.48 4.57 2.61 0.000
H -5.10 5.44 4.48 0.000
H -2.66 5.01 4.49 0.000
H -1.62 3.69 2.68 0.000
H -1.10 2.82 -2.92 0.000
H 0.09 3.35 -4.99 0.000
H 2.55 3.59 -4.99 0.000
H 3.81 3.34 -2.88 0.000
H 2.62 2.90 -0.78 0.000
H 1.39 1.61 2.30 0.000
H 2.71 2.94 3.89 0.000
H 2.88 5.39 3.61 0.000
H 1.79 6.49 1.68 0.000
H 0.53 5.15 0.05 0.000
Se -0.42 -2.64 -0.66 -0.024
C -0.02 -3.56 0.85 -0.003
N 0.25 -4.15 1.81 -0.005
```

Results
F_max = 2.9 eV Å⁻¹
Highest occupied orbital energy (spin up / spin down) = -10.38 / -10.37 eV
⟨S²⟩ = 0.778
HOMO-LUMO gap (spin up / spin down) = 6.26 / 6.82 eV
Total charge = +1
Multiplicity = 2

=====

5.
# C46H40FGeN6O4Sc

A structure of composition C46H40FGeN6O4Sc at a distorted geometry (wB97M-V/def2-TZVPD, the Open Molecules 2025 dataset).

Structure (XYZ):
```
99
Properties=species:S:1:pos:R:3:lowdin_spin:R:1
Sc 2.21 0.64 -0.56 0.003
C -0.38 2.45 2.49 0.006
C 0.69 3.41 2.21 0.001
C 0.76 4.63 2.89 0.000
C 1.80 5.56 2.61 0.000
C 2.75 5.17 1.68 0.000
C 2.60 3.97 0.96 0.000
N 1.66 3.11 1.29 0.000
C 3.69 3.49 0.14 0.000
C 4.57 4.40 -0.49 0.000
C 5.75 4.00 -1.13 0.000
C 5.98 2.61 -1.16 0.000
C 5.04 1.74 -0.65 0.000
N 3.77 2.20 -0.25 0.000
C 5.32 0.34 -0.56 0.000
C 6.48 -0.33 -1.07 0.000
C 6.56 -1.70 -1.04 0.000
C 5.51 -2.43 -0.40 0.000
C 4.49 -1.74 0.21 0.000
C 3.61 -2.43 1.22 0.000
N 4.36 -0.41 -0.01 0.000
H -0.71 2.58 3.52 0.000
H -0.05 1.49 2.18 0.003
H -1.29 2.73 1.90 0.003
H -0.10 4.92 3.51 0.000
H 1.80 6.54 3.11 0.000
H 3.61 5.80 1.53 0.000
H 4.38 5.48 -0.47 0.000
H 6.35 4.72 -1.70 0.000
H 6.87 2.20 -1.62 0.000
H 7.34 0.25 -1.43 0.000
H 7.37 -2.25 -1.57 0.000
H 5.52 -3.55 -0.41 0.000
H 3.95 -2.16 2.20 0.000
H 3.69 -3.51 1.07 0.000
H 2.58 -2.08 1.19 0.000
O 1.69 -1.36 -1.14 0.000
C 1.36 -1.87 -2.26 0.000
C 1.70 -1.29 -3.51 0.000
C 1.41 -2.01 -4.69 0.000
C 1.76 -1.40 -5.91 0.000
C 2.28 -0.11 -6.00 0.000
C 2.59 0.57 -4.83 0.000
C 2.38 0.04 -3.56 0.000
O 2.82 0.66 -2.48 0.000
N 1.52 -2.17 -7.08 0.000
O 1.49 -1.59 -8.18 0.000
O 1.32 -3.44 -6.95 0.000
H 0.71 -2.76 -2.20 0.000
H 0.93 -3.02 -4.75 0.000
H 2.37 0.24 -7.02 0.000
H 2.90 1.62 -4.87 0.000
F 1.55 0.19 1.21 0.001
C -3.06 1.61 -2.70 0.001
N -1.63 1.87 -2.35 0.001
C -0.89 2.98 -2.70 0.000
C 0.28 2.84 -2.07 0.000
N 0.29 1.58 -1.39 0.001
C -0.88 1.07 -1.58 0.007
H -3.52 2.58 -2.94 0.000
H -3.62 1.12 -1.88 0.001
H -3.19 1.00 -3.60 0.000
H -1.25 3.84 -3.26 0.000
H 1.11 3.52 -2.05 0.000
H -1.22 0.11 -1.10 0.012
C -1.01 -3.70 5.06 0.002
C -0.40 -2.49 4.66 0.000
C -1.05 -1.66 3.73 0.013
C -2.26 -2.08 3.15 0.109
C -2.81 -3.33 3.47 0.018
C -2.20 -4.10 4.48 0.005
Ge -3.17 -0.97 1.76 0.526
C -4.90 -0.33 2.66 0.086
C -5.95 -1.20 2.93 0.014
C -7.14 -0.69 3.47 0.004
C -7.22 0.64 3.80 0.001
C -6.15 1.52 3.54 0.000
C -4.94 1.01 2.98 0.015
C -4.11 -2.21 0.51 0.084
C -5.35 -1.97 -0.18 0.021
C -5.99 -3.00 -0.86 0.000
C -5.36 -4.18 -1.04 0.021
C -4.05 -4.33 -0.64 -0.002
C -3.47 -3.39 0.24 0.025
H -0.55 -4.27 5.89 0.000
H 0.51 -2.21 5.19 0.000
H -0.54 -0.73 3.47 0.004
H -3.75 -3.64 3.06 0.001
H -2.74 -4.91 4.95 0.001
H -5.81 -2.25 2.62 0.001
H -7.97 -1.38 3.78 0.001
H -8.13 1.04 4.24 0.000
H -6.22 2.56 3.76 0.000
H -4.12 1.70 2.76 0.007
H -5.88 -1.04 0.01 0.001
H -7.05 -2.83 -1.20 0.000
H -5.88 -5.00 -1.53 0.001
H -3.61 -5.31 -0.84 0.000
H -2.44 -3.56 0.61 0.000
```

Results
F_max = 4.1 eV Å⁻¹
Highest occupied orbital energy (spin up / spin down) = -9.80 / -10.51 eV
⟨S²⟩ = 0.753
HOMO-LUMO gap (spin up / spin down) = 6.22 / 6.93 eV
Total charge = +1
Energy above the lowest of the compared OMol25 structures with the same formula, charge and spin = 81.99 kcal per mole
Multiplicity = 2